The following is a quantum chemistry calculation of a structure of composition C11H10BrNV, from the OMol25 dataset.

Results
Net charge = -1
E_LUMO (spin up / spin down) = 1.7 / 2.5 eV
Expectation value of S² = 2.023
Maximum force = 8.94 eV Å⁻¹
Energy relative to the best compared isomer or geometry (same formula, charge and spin) = 36.0 kcal per mole
Total energy = -108788.326 eV
Spin multiplicity = 3

Geometry as XYZ:
```
24
Properties=species:S:1:pos:R:3:lowdin_spin:R:1
C -1.537 -0.787 0.132 0.037
C -1.510 -1.318 1.465 0.008
C -1.613 -0.208 2.351 0.005
H -1.374 -2.370 1.735 0.002
C -1.685 0.994 1.587 0.031
C -1.627 0.636 0.216 0.025
H -1.660 1.324 -0.611 0.002
H -1.461 -1.364 -0.772 0.002
H -1.669 -0.275 3.432 0.001
H -1.776 2.006 1.981 0.003
V 0.070 -0.071 1.103 1.850
Br 1.631 -2.134 0.843 -0.021
C 2.041 0.658 -1.395 0.000
C 1.000 1.469 -1.929 0.010
C 0.004 0.599 -2.479 0.000
H 0.960 2.560 -1.934 0.000
C 0.440 -0.739 -2.285 0.013
C 1.733 -0.705 -1.693 0.011
H 2.416 -1.541 -1.626 0.002
H 2.923 0.997 -0.862 0.000
H -0.918 0.912 -2.977 0.000
H -0.123 -1.639 -2.517 0.000
N 2.339 0.618 3.438 0.023
C 1.394 0.378 2.795 -0.004
```

The following is a quantum chemistry calculation of a structure of composition C11H10ClF3O3PdS, from the OMol25 dataset.

Results
Net charge = 0
E_LUMO (spin up / spin down) = 0.2 / -3.7 eV
Expectation value of S² = 6.015
Maximum force = 4.87 eV Å⁻¹
Total energy = -52695.546 eV
Spin multiplicity = 5

Geometry as XYZ:
```
30
Properties=species:S:1:pos:R:3:lowdin_spin:R:1
C -2.308 -1.261 -0.441 0.131
C -1.709 -1.403 -1.756 0.223
C -1.480 -0.118 -2.308 0.279
H -1.460 -2.376 -2.212 0.007
C -1.833 0.856 -1.336 0.195
C -2.421 0.195 -0.199 0.121
H -2.851 0.636 0.685 0.006
H -2.578 -2.031 0.236 0.004
H -1.097 0.076 -3.304 0.011
H -1.722 1.955 -1.427 0.006
Pd -0.537 -0.417 0.001 1.074
Cl 0.188 -2.591 0.725 0.247
C 2.222 -0.193 -0.137 0.307
C 1.793 1.032 -0.688 0.293
C 1.303 0.770 -2.008 0.284
H 1.822 2.031 -0.217 0.005
C 1.468 -0.633 -2.265 0.353
C 2.062 -1.224 -1.113 0.333
H 2.246 -2.300 -0.969 0.004
H 2.642 -0.333 0.870 0.005
H 0.860 1.532 -2.697 0.005
H 1.146 -1.185 -3.173 0.008
F 0.886 0.615 4.734 0.000
C 1.029 0.617 3.369 0.000
F 2.019 1.499 3.040 0.000
F 1.403 -0.618 2.987 -0.001
S -0.581 1.136 2.579 0.003
O -1.388 -0.059 2.556 0.013
O -1.019 2.281 3.314 0.005
O -0.106 1.509 1.157 0.080
```